{"formula": "C22H23N3O6S", "method": "ωB97M-V with the def2-TZVPD basis set", "multiplicity": 1, "gap_ev": 8.61, "relative_energy_kcal_mol": 2.5, "e_lumo_ha": -0.0272, "homo_energy_ev": -9.35, "total_energy_ha": -1866.12174, "smiles": "CC(=O)NS(=O)(=O)c1ccc(NC(=O)c2ccc3c(c2)C(=O)N(CCC(C)C)C3=O)cc1", "species": ["C", "C", "O", "N", "H", "S", "O", "O", "C", "C", "C", "C", "C", "C", "H", "H", "N", "C", "O", "C", "C", "C", "C", "C", "C", "H", "C", "O", "N", "C", "O", "C", "C", "H", "H", "C", "C", "H", "H", "H", "C", "H", "H", "H", "H", "H", "H", "H", "H", "H", "H", "H", "H", "H", "H"], "positions_angstrom": [[6.993, -0.708, -0.236], [5.565, -0.389, -0.611], [4.634, -0.433, 0.154], [5.380, -0.059, -1.922], [6.156, -0.005, -2.561], [3.900, 0.605, -2.483], [4.073, 0.619, -3.904], [3.661, 1.837, -1.806], [2.706, -0.625, -2.018], [2.614, -1.778, -2.773], [1.695, -2.745, -2.414], [0.868, -2.553, -1.304], [1.000, -1.392, -0.539], [1.915, -0.424, -0.905], [2.047, 0.477, -0.330], [0.406, -1.259, 0.350], [-0.037, -3.559, -0.976], [-1.236, -3.502, -0.316], [-1.789, -4.519, 0.036], [-1.850, -2.153, -0.128], [-1.996, -1.291, -1.213], [-2.631, -0.063, -1.072], [-3.102, 0.277, 0.179], [-2.971, -0.592, 1.266], [-2.363, -1.820, 1.129], [-2.275, -2.504, 1.958], [-3.578, 0.064, 2.455], [-3.674, -0.341, 3.584], [-4.038, 1.291, 2.001], [-3.804, 1.499, 0.651], [-4.132, 2.478, 0.031], [-4.655, 2.277, 2.862], [-3.635, 2.924, 3.802], [-4.162, 3.653, 4.420], [-3.240, 2.148, 4.461], [-2.468, 3.616, 3.088], [-2.938, 4.790, 2.233], [-3.542, 4.451, 1.395], [-2.081, 5.324, 1.829], [-3.524, 5.485, 2.831], [-1.453, 4.092, 4.126], [-1.906, 4.827, 4.787], [-0.596, 4.550, 3.638], [-1.098, 3.259, 4.729], [-1.972, 2.887, 2.435], [-5.120, 3.019, 2.211], [-5.426, 1.777, 3.455], [-2.751, 0.606, -1.909], [-1.619, -1.586, -2.180], [0.229, -4.500, -1.245], [1.608, -3.653, -2.992], [3.250, -1.895, -3.635], [7.599, 0.191, -0.329], [7.023, -1.056, 0.792], [7.397, -1.472, -0.896]], "forces_ev_per_a": [[-0.16, 0.00, 0.08], [0.31, -0.25, 0.46], [-0.07, 0.08, 0.41], [-0.87, 0.44, -0.67], [-0.05, 0.05, -0.18], [0.64, -0.21, -0.04], [0.00, -0.30, -0.07], [-0.21, -0.23, 0.34], [0.38, 0.49, -0.18], [0.01, -0.05, -0.04], [-0.07, 0.05, 0.12], [0.39, 0.44, -0.09], [0.11, -0.03, -0.06], [-0.09, 0.02, 0.03], [-0.03, 0.07, 0.15], [0.02, 0.05, 0.06], [0.16, -0.54, -0.21], [-0.01, -0.02, -0.05], [-0.11, -0.02, 0.15], [-0.44, 0.12, 0.14], [-0.08, -0.02, 0.11], [-0.09, 0.09, 0.12], [0.27, -0.63, 0.14], [0.16, 0.08, -0.63], [0.04, 0.03, -0.10], [0.00, -0.08, 0.09], [-0.01, -0.06, 0.06], [0.02, -0.05, 0.02], [-0.20, 0.22, 0.16], [-0.11, 0.13, -0.08], [0.08, -0.06, -0.11], [-0.06, 0.18, 0.37], [0.14, -0.14, -0.33], [-0.01, 0.04, 0.08], [-0.05, 0.03, 0.08], [-0.12, 0.18, 0.23], [0.10, -0.28, -0.04], [-0.09, 0.06, -0.08], [0.06, 0.11, -0.06], [-0.07, 0.13, 0.09], [-0.07, -0.20, -0.24], [-0.04, 0.11, 0.11], [0.11, 0.08, 0.00], [0.06, -0.05, 0.11], [-0.01, 0.00, 0.03], [-0.01, -0.11, 0.05], [0.02, 0.07, -0.12], [-0.02, 0.07, -0.09], [0.07, -0.02, -0.08], [-0.14, 0.13, 0.11], [-0.04, -0.07, -0.09], [0.04, -0.11, -0.13], [0.09, 0.06, -0.03], [-0.04, 0.00, -0.02], [0.09, -0.06, -0.06]], "lowdin_charge": [0.01, -0.56, 0.08, -0.01, 0.13, 0.70, -0.29, -0.26, -0.29, -0.04, 0.00, -0.23, 0.01, -0.04, 0.12, 0.12, 0.14, -0.43, 0.11, -0.14, 0.00, 0.03, -0.06, -0.05, 0.08, 0.14, -0.35, 0.14, 0.04, -0.35, 0.13, -0.11, -0.16, 0.12, 0.11, -0.43, -0.07, 0.06, 0.08, 0.08, -0.08, 0.08, 0.08, 0.08, 0.13, 0.12, 0.13, 0.13, 0.13, 0.16, 0.12, 0.12, 0.09, 0.09, 0.08]}



{"formula": "C22H23N4", "method": "ωB97M-V with the def2-TZVPD basis set", "multiplicity": 1, "gap_ev": 6.32, "relative_energy_kcal_mol": 0.3, "e_lumo_ha": -0.1560, "homo_energy_ev": -10.56, "total_energy_ha": -1070.95448, "smiles": "CC[N+](CC)=c1ccc2nc3ccc(N)cc3n(-c3ccccc3)c-2c1", "total_charge": 1, "species": ["N", "C", "C", "C", "C", "C", "C", "C", "C", "C", "C", "C", "C", "C", "C", "C", "C", "C", "C", "N", "N", "N", "C", "C", "C", "C", "H", "H", "H", "H", "H", "H", "H", "H", "H", "H", "H", "H", "H", "H", "H", "H", "H", "H", "H", "H", "H", "H", "H"], "positions_angstrom": [[0.057, -3.235, 0.189], [-0.663, -2.175, -0.130], [-2.042, -2.342, -0.520], [-2.865, -1.258, -0.762], [-0.912, 0.285, -0.305], [-0.070, -0.814, -0.141], [-2.356, 0.116, -0.597], [2.915, 3.143, 0.910], [2.689, 2.716, -0.410], [2.658, 2.245, 1.957], [2.179, -4.298, 0.696], [3.537, -4.189, 0.955], [2.213, 1.419, -0.675], [2.164, 0.983, 1.684], [3.445, -1.797, 0.770], [1.423, -3.119, 0.453], [4.158, -2.966, 0.976], [1.884, 0.587, 0.374], [2.055, -1.842, 0.509], [5.482, -2.912, 1.149], [1.322, -0.689, 0.124], [-3.185, 1.143, -0.757], [-5.647, 0.928, -0.237], [-2.129, 3.150, -1.649], [-4.559, 1.011, -1.353], [-2.843, 2.518, -0.440], [-2.446, -3.356, -0.593], [-3.892, -1.442, -1.046], [-0.471, 1.285, -0.284], [3.263, 4.162, 1.081], [2.938, 3.406, -1.236], [2.842, 2.609, 2.978], [1.679, -5.261, 0.692], [4.135, -5.055, 1.174], [2.035, 1.044, -1.666], [1.981, 0.293, 2.525], [4.006, -0.866, 0.719], [5.909, -2.003, 1.238], [6.045, -3.756, 1.178], [-5.650, 1.850, 0.366], [-5.461, 0.071, 0.432], [-6.643, 0.823, -0.704], [-1.374, 2.451, -2.080], [-2.827, 3.402, -2.459], [-1.612, 4.080, -1.366], [-4.603, 0.134, -2.006], [-4.848, 1.905, -1.937], [-2.157, 2.566, 0.394], [-3.759, 3.052, -0.171]], "forces_ev_per_a": [[1.24, 0.25, -0.26], [1.46, 0.32, 0.00], [-0.90, 1.34, 0.04], [1.56, -0.57, 0.36], [-1.12, -0.07, -0.35], [-0.03, -0.09, 0.57], [1.58, -0.98, -0.05], [-0.43, -0.64, -0.79], [0.39, 0.19, -0.02], [0.32, 1.04, -0.05], [0.99, 0.52, 0.34], [-2.31, -1.77, -0.19], [-0.13, 0.73, 0.25], [-0.41, -0.52, 0.83], [-1.21, 0.88, -0.38], [-2.03, 0.34, -0.06], [0.16, 1.12, -0.22], [0.75, 0.87, 0.51], [0.80, 0.18, -0.82], [1.12, 0.10, 0.26], [-1.67, -2.14, 0.58], [-1.21, 0.01, -0.35], [0.35, -0.25, -0.30], [0.23, 0.21, -0.43], [-0.66, -0.13, 1.15], [0.87, 0.35, -0.91], [0.30, 0.33, 0.07], [0.10, 0.10, 0.11], [-0.34, -0.40, 0.04], [-0.04, -0.39, 0.11], [-0.26, -0.57, 0.47], [-0.14, -0.55, -0.42], [0.00, 0.20, -0.05], [-0.01, -0.38, -0.06], [0.05, 0.17, -0.43], [-0.02, 0.34, -0.58], [-0.32, -0.06, 0.06], [0.27, -0.38, -0.04], [-0.22, 0.58, 0.08], [0.01, -0.36, -0.19], [-0.15, 0.33, -0.25], [0.47, 0.01, 0.25], [-0.51, 0.48, 0.43], [0.12, -0.12, 0.24], [-0.19, -0.29, -0.05], [0.09, 0.35, 0.08], [0.88, -0.36, 0.04], [-0.03, -0.23, 0.45], [0.22, -0.10, -0.05]], "lowdin_charge": [0.20, -0.20, 0.03, 0.02, 0.06, -0.06, -0.15, -0.06, -0.05, -0.06, 0.03, -0.02, -0.01, -0.02, 0.04, -0.18, -0.35, -0.28, -0.08, 0.15, 0.07, -0.08, -0.06, -0.06, -0.17, -0.19, 0.13, 0.10, 0.10, 0.11, 0.12, 0.12, 0.13, 0.12, 0.12, 0.14, 0.13, 0.12, 0.13, 0.07, 0.08, 0.09, 0.08, 0.08, 0.08, 0.11, 0.13, 0.11, 0.12]}



{"formula": "C22H23N5O4S", "method": "ωB97M-V with the def2-TZVPD basis set", "multiplicity": 1, "gap_ev": 8.30, "relative_energy_kcal_mol": 4.5, "e_lumo_ha": 0.0170, "homo_energy_ev": -7.84, "total_energy_ha": -1825.14604, "smiles": "O=C(CCCn1c(=S)[nH]c2cc3c(cc2c1=O)OCO3)N1CCN(c2ccccn2)CC1", "species": ["O", "C", "N", "C", "H", "C", "N", "C", "N", "C", "C", "C", "C", "H", "H", "H", "H", "C", "H", "C", "H", "H", "H", "H", "H", "H", "C", "H", "C", "H", "H", "C", "N", "C", "S", "N", "C", "C", "C", "C", "C", "C", "H", "O", "C", "O", "H", "H", "H", "C", "O", "H", "H", "H", "H"], "positions_angstrom": [[2.360, -0.038, 2.038], [1.820, 1.048, 1.897], [0.474, 1.138, 1.981], [-0.361, 2.294, 1.755], [0.246, 3.160, 1.508], [-1.312, 2.008, 0.597], [-2.106, 0.823, 0.875], [-2.976, 0.401, -0.084], [-2.960, 1.117, -1.213], [-3.788, 0.792, -2.188], [-4.692, -0.250, -2.118], [-4.727, -0.987, -0.941], [-3.870, -0.670, 0.090], [-3.911, -1.229, 1.012], [-5.429, -1.802, -0.827], [-5.349, -0.477, -2.942], [-3.714, 1.413, -3.073], [-1.752, 0.081, 2.056], [-2.108, 0.601, 2.955], [-0.241, -0.122, 2.132], [0.084, -0.804, 1.336], [0.035, -0.579, 3.088], [-2.220, -0.903, 2.034], [-1.984, 2.857, 0.433], [-0.728, 1.866, -0.318], [-0.920, 2.524, 2.670], [2.606, 2.329, 1.665], [2.606, 2.891, 2.603], [4.043, 2.033, 1.235], [4.667, 2.912, 1.397], [4.437, 1.212, 1.836], [4.129, 1.659, -0.247], [3.367, 0.454, -0.533], [3.914, -0.747, -0.176], [5.474, -0.934, 0.307], [3.127, -1.850, -0.278], [1.837, -1.841, -0.728], [1.295, -0.624, -1.159], [-0.004, -0.557, -1.692], [-0.715, -1.722, -1.750], [-0.182, -2.935, -1.281], [1.087, -3.026, -0.772], [1.493, -3.961, -0.426], [-1.103, -3.922, -1.439], [-2.237, -3.313, -2.028], [-1.974, -1.945, -2.232], [-3.104, -3.427, -1.359], [-2.454, -3.797, -2.992], [-0.407, 0.380, -2.036], [2.068, 0.608, -0.998], [1.618, 1.713, -1.239], [3.535, -2.710, 0.064], [3.712, 2.454, -0.868], [5.169, 1.476, -0.524], [2.125, 2.931, 0.895]], "forces_ev_per_a": [[0.18, -0.19, 0.14], [-0.14, 0.39, 0.20], [-0.24, -0.23, 0.02], [-0.20, 0.15, -0.17], [-0.07, -0.04, 0.03], [0.14, 0.37, -0.12], [0.20, 0.04, 0.05], [-0.21, 0.00, -0.09], [0.27, 0.14, 0.20], [-0.30, -0.17, -0.20], [-0.08, -0.03, -0.03], [0.08, 0.14, -0.02], [-0.03, -0.16, 0.07], [-0.01, 0.00, 0.06], [-0.04, -0.04, 0.03], [-0.05, 0.02, -0.10], [-0.07, -0.01, -0.13], [0.11, -0.06, 0.24], [-0.03, -0.15, -0.03], [0.01, -0.39, 0.11], [-0.07, 0.01, 0.11], [-0.08, -0.05, -0.11], [0.05, 0.08, 0.05], [0.13, 0.02, -0.02], [-0.03, 0.13, 0.11], [0.06, 0.09, -0.08], [0.29, -0.09, -0.08], [-0.08, 0.04, 0.00], [-0.19, -0.11, -0.08], [0.02, 0.02, 0.00], [0.06, 0.12, -0.02], [0.36, 0.53, 0.10], [0.00, -0.19, -0.15], [0.19, -0.55, -0.09], [0.58, -0.16, 0.24], [0.09, 0.09, 0.14], [-0.63, 0.51, -0.35], [0.20, -0.35, 0.15], [-0.29, -0.35, -0.05], [0.42, -0.16, 0.22], [0.00, 0.53, -0.10], [-0.22, -0.09, -0.05], [0.07, -0.16, 0.05], [0.61, 0.00, 0.22], [-1.15, -0.43, -0.35], [0.25, 0.29, -0.06], [0.25, 0.07, -0.08], [0.14, 0.12, 0.20], [-0.06, 0.15, -0.01], [-0.25, -0.26, -0.23], [-0.12, 0.13, -0.07], [0.05, 0.25, -0.08], [0.08, -0.14, 0.07], [-0.20, 0.03, -0.02], [-0.06, 0.07, 0.11]], "lowdin_charge": [0.06, -0.45, -0.03, -0.11, 0.12, -0.12, -0.06, -0.30, 0.12, -0.15, -0.09, -0.10, -0.02, 0.10, 0.11, 0.10, 0.11, -0.13, 0.13, -0.10, 0.12, 0.13, 0.11, 0.13, 0.10, 0.13, -0.09, 0.13, -0.16, 0.12, 0.09, -0.17, 0.00, -0.79, 0.70, 0.09, -0.18, -0.07, 0.08, -0.18, -0.19, 0.09, 0.13, 0.06, -0.14, 0.02, 0.13, 0.14, 0.13, -0.37, 0.08, 0.14, 0.13, 0.09, 0.10]}